DFT (wB97M-V/def2-TZVPD) results for a molecular structure, C25H40Al2BrCl3CsF4NO11PS in a non-equilibrium geometry.

Total charge: +1
Strongest force on any atom in eV/Å: 8.5
HOMO-LUMO gap in eV: 1.43

Each line ends with the Löwdin charge.
Element x y z (Å)
C  2.898  3.284  1.448  0.21
C  2.252  2.930  0.517  -0.05
C  1.521  2.588  -0.711  -0.35
C  2.623  2.418  -1.786  -0.08
C  3.018  0.954  -2.044  -0.19
C  2.145  0.321  -3.165  -0.12
C  1.253  -0.824  -2.664  -0.17
O  -0.044  -0.782  -3.320  -0.71
C  -1.078  -0.390  -2.393  -0.60
C  -1.399  -1.235  -1.147  0.07
O  -1.699  0.565  -2.597  0.16
O  0.940  1.289  -0.390  0.04
C  -0.239  1.682  0.253  -0.52
O  -0.617  1.380  1.309  0.27
O  -0.804  2.549  -0.654  0.02
C  0.260  3.449  -0.997  -0.46
C  0.247  4.841  -0.323  -0.12
C  -0.904  5.159  0.663  -0.15
C  -1.990  6.110  0.159  -0.28
N  -3.304  5.446  0.102  0.02
P  -0.120  3.736  -2.816  0.62
S  -2.058  4.272  -3.270  0.03
H  3.516  3.589  2.235  0.05
H  3.504  2.917  -1.414  0.13
H  2.403  2.885  -2.741  0.10
H  3.041  0.352  -1.134  0.09
H  4.035  0.963  -2.418  0.04
H  1.554  1.087  -3.643  0.09
H  2.792  -0.088  -3.936  0.11
H  1.759  -1.741  -2.964  0.11
H  1.189  -0.836  -1.582  0.11
H  -0.963  -0.714  -0.305  0.09
H  -0.882  -2.188  -1.199  0.10
H  -2.466  -1.356  -1.033  0.10
H  0.222  5.599  -1.103  0.10
H  1.166  5.021  0.219  0.10
H  -0.433  5.693  1.480  0.11
H  -1.364  4.282  1.105  0.11
H  -2.106  6.952  0.834  0.11
H  -1.693  6.534  -0.806  0.10
H  -3.804  5.782  -0.713  0.04
H  -3.137  4.473  -0.133  0.04
H  0.888  4.603  -3.281  0.00
H  0.091  2.475  -3.408  -0.01
Cl  6.046  -0.264  -2.024  0.63
C  6.424  -0.526  -3.802  -0.51
C  7.696  0.150  -4.129  -0.67
Cl  7.528  1.930  -4.061  0.55
H  5.573  -0.170  -4.383  0.08
H  6.523  -1.601  -3.960  0.09
H  8.000  -0.112  -5.140  0.10
H  8.507  -0.178  -3.433  0.01
Al  4.881  -2.088  -1.234  0.43
C  -3.076  -4.251  3.078  -0.07
C  -4.508  -4.772  3.077  -0.25
O  -5.409  -4.057  2.251  -0.09
C  -5.420  -4.309  0.836  -0.49
O  -5.492  -5.564  0.511  -0.02
C  -4.239  -3.610  0.090  -0.54
F  -3.933  -2.404  0.633  0.11
F  -4.562  -3.350  -1.193  0.12
F  -3.091  -4.308  0.046  0.11
H  -3.055  -3.161  3.093  0.08
H  -2.538  -4.627  3.951  0.05
H  -2.526  -4.590  2.204  0.06
H  -4.903  -4.643  4.087  0.12
H  -4.543  -5.846  2.872  0.12
H  -6.279  -3.668  0.524  0.17
Cl  -4.517  4.076  -3.180  -0.20
Br  -1.096  4.850  -5.240  0.32
F  9.891  -1.068  -3.409  -0.70
Cs  -1.214  -1.477  -4.967  1.50
Al  3.984  -4.502  0.372  0.69
C  0.758  -5.487  7.725  -0.17
C  -0.746  -5.714  7.817  -0.17
C  -1.232  -5.110  6.509  -0.21
O  -0.174  -5.289  5.557  -0.16
C  1.013  -5.700  6.240  -0.22
H  1.344  -6.154  8.356  0.11
H  0.997  -4.458  8.003  0.11
H  -0.959  -6.785  7.838  0.12
H  -1.207  -5.259  8.691  0.12
H  -1.419  -4.036  6.612  0.12
H  -2.140  -5.586  6.138  0.11
H  1.187  -6.758  6.016  0.12
H  1.863  -5.123  5.871  0.11
C  -4.045  7.368  -4.826  -0.94
O  -4.176  6.826  -5.912  0.21
O  -3.214  8.261  -4.547  0.28
O  -4.716  7.116  -3.796  0.26